(1)
Computed, not measured: a structure of composition C12H23N3O3Tl at a distorted geometry, with ωB97M-V with the def2-TZVPD basis set.

Structure (ORCA input):
```
! wB97M-V def2-TZVPD RIJCOSX def2/J DEFGRID3
* xyz 1 1
Tl 0.509 -0.670 0.566
O -0.183 0.542 -1.741
C -0.155 0.386 -2.981
O 1.809 -1.437 -1.760
C 1.384 -1.545 -2.902
O 1.830 -2.493 -3.744
N 0.440 -0.749 -3.566
C 1.287 -2.264 -5.079
C 0.441 -1.028 -5.004
H 0.668 -3.124 -5.387
H 2.128 -2.134 -5.766
H -0.565 -1.189 -5.419
H 0.927 -0.216 -5.567
C -0.730 1.314 -3.939
C -1.382 2.430 -3.570
H -0.615 1.020 -4.984
H -1.439 2.735 -2.530
H -1.854 3.009 -4.360
C -1.148 -2.127 2.911
N -1.408 -0.737 2.508
C -2.773 -0.647 1.962
C -1.121 0.280 3.528
C 0.384 0.561 3.759
N 1.113 1.087 2.583
C 0.916 2.518 2.322
C 2.561 0.816 2.632
H -1.305 -2.781 2.042
H -1.825 -2.468 3.712
H -0.118 -2.249 3.257
H -3.533 -0.888 2.727
H -2.956 0.372 1.600
H -2.879 -1.359 1.130
H -1.655 1.201 3.249
H -1.540 -0.072 4.491
H 0.455 1.319 4.565
H 0.909 -0.346 4.101
H 1.372 3.140 3.109
H 1.404 2.778 1.375
H -0.145 2.774 2.260
H 2.729 -0.251 2.791
H 3.008 1.121 1.677
H 3.054 1.373 3.442
*
```

Summary:
maximum force	0.0488	Eh/bohr
relative energy (zero: lowest compared OMol25 entry of this formula, charge and spin)	0.00	kJ/mol
LUMO	-3.20	eV
orbital gap	8.16	eV

(2)
Computed, not measured: an isolated molecule of C19H26N4O3, with ωB97M-V with the def2-TZVPD basis set.

Structure (ORCA input):
```
! wB97M-V def2-TZVPD RIJCOSX def2/J DEFGRID3
* xyz 0 1
C -1.519 -3.433 -0.636
C -1.708 -2.014 -0.245
C -0.825 -1.082 0.208
N 0.547 -1.052 0.422
C 1.546 -1.848 0.003
O 1.431 -2.873 -0.644
C 2.916 -1.346 0.485
C 3.221 -2.031 1.818
N 2.875 0.093 0.667
C 2.946 0.906 -0.532
C 4.344 1.457 -0.850
C 5.443 0.436 -1.158
C 6.698 1.262 -0.883
C 6.243 2.179 0.263
O 4.825 2.161 0.287
C -1.562 0.135 0.516
O -1.137 1.199 0.931
N -2.881 -0.163 0.220
C -3.900 0.780 0.037
C -4.049 1.806 0.966
C -5.047 2.746 0.790
C -5.906 2.666 -0.293
C -5.751 1.649 -1.220
C -4.747 0.710 -1.066
N -2.970 -1.446 -0.323
C -4.141 -2.223 0.021
H -0.457 -3.629 -0.762
H -2.038 -3.643 -1.570
H -1.911 -4.099 0.133
H 0.859 -0.182 0.858
H 3.648 -1.686 -0.266
H 3.149 -3.109 1.705
H 2.507 -1.704 2.571
H 4.225 -1.779 2.155
H 3.576 0.417 1.324
H 2.287 1.769 -0.386
H 2.582 0.333 -1.388
H 4.253 2.154 -1.701
H 5.388 0.057 -2.175
H 5.390 -0.397 -0.457
H 7.556 0.654 -0.605
H 6.959 1.854 -1.761
H 6.593 3.208 0.126
H 6.598 1.821 1.237
H -3.370 1.866 1.800
H -5.156 3.545 1.508
H -6.690 3.398 -0.420
H -6.407 1.590 -2.076
H -4.603 -0.061 -1.808
H -5.020 -1.584 -0.020
H -4.065 -2.654 1.025
H -4.254 -3.027 -0.704
*
```

Summary:
maximum force	0.0137	Eh/bohr
relative energy (zero: lowest compared OMol25 entry of this formula, charge and spin)	260.92	kJ/mol
SMILES string	Cc1c(NC(=O)[C@H](C)NC[C@@H]2CCCO2)c(=O)n(-c2ccccc2)n1C
LUMO	0.77	eV
orbital gap	8.58	eV

(3)
Computed, not measured: a cluster of 2 separate species, C14H22N in total at a distorted geometry, with ωB97M-V with the def2-TZVPD basis set.

Structure (ORCA input):
```
! wB97M-V def2-TZVPD RIJCOSX def2/J DEFGRID3
* xyz 1 1
C -1.869 2.530 1.701
C -2.838 -1.292 -0.156
C -1.693 -2.064 0.502
C -2.094 -0.234 -1.044
C 2.583 -0.948 -0.522
C 2.401 0.456 -1.160
C 0.703 -1.643 1.160
C 1.780 0.584 1.188
C 2.064 -0.875 0.893
C -0.617 -0.967 0.719
C 1.461 1.302 -0.146
C -0.637 -0.150 -0.528
C 0.111 1.110 -0.652
C -0.351 2.158 -1.511
N -1.126 1.894 1.093
H -2.403 3.320 2.141
H -3.455 -2.052 -0.622
H -3.378 -0.867 0.650
H -2.154 -2.572 1.335
H -1.279 -2.922 -0.052
H -2.310 -0.423 -2.013
H -2.703 0.725 -0.873
H 2.143 -1.648 -1.167
H 3.617 -1.152 -0.544
H 3.361 0.952 -1.446
H 1.949 0.351 -2.114
H 0.700 -2.601 0.710
H 0.731 -1.863 2.160
H 0.961 0.778 1.869
H 2.640 1.050 1.521
H 2.755 -1.341 1.640
H -0.946 -0.444 1.608
H 1.628 2.339 0.030
H -0.109 -0.803 -1.330
H 0.336 3.078 -1.532
H -1.282 2.474 -1.061
H -0.681 1.757 -2.445
*
```

Summary:
maximum force	0.1002	Eh/bohr
relative energy (zero: lowest compared OMol25 entry of this formula, charge and spin)	355.12	kJ/mol
LUMO	-4.27	eV
orbital gap	9.43	eV

(4)
Computed, not measured: an isolated molecule of C4H2N2 at a distorted geometry, with ωB97M-V with the def2-TZVPD basis set.

Structure (ORCA input):
```
! wB97M-V def2-TZVPD RIJCOSX def2/J DEFGRID3
* xyz 0 1
C -1.175 0.004 -0.009
C 0.163 0.089 -0.004
C 0.902 1.269 0.009
N 1.335 2.319 -0.022
C 0.966 -1.356 -0.001
N 1.497 -2.343 -0.014
H -1.768 -0.875 -0.095
H -1.921 0.892 0.137
*
```

Summary:
maximum force	0.1517	Eh/bohr
relative energy (zero: lowest compared OMol25 entry of this formula, charge and spin)	94.43	kJ/mol
SMILES string	C=C(C#N)C#N
LUMO	-0.77	eV
orbital gap	10.57	eV

(5)
Computed, not measured: a structure of composition C29H26Br2N5O2PSc, with ωB97M-V with the def2-TZVPD basis set.

Structure (ORCA input):
```
! wB97M-V def2-TZVPD RIJCOSX def2/J DEFGRID3
* xyz 1 1
Sc 0.171 0.005 -0.211
C -0.566 1.502 -5.610
C -1.048 0.359 -4.989
C -1.236 0.331 -3.611
C -0.939 1.451 -2.840
C -0.440 2.593 -3.464
C -0.264 2.620 -4.841
N -1.014 1.371 -1.423
C -1.705 2.279 -0.722
C -2.691 3.161 -1.263
C -3.329 4.051 -0.458
C -3.045 4.169 0.940
C -2.119 3.360 1.499
C -1.447 2.398 0.692
N -0.437 1.615 1.129
N 0.039 1.766 2.293
C 1.154 0.941 2.530
C 1.838 1.122 3.726
C 2.944 0.339 3.986
C 3.347 -0.608 3.049
C 2.613 -0.724 1.891
N 1.536 0.024 1.631
H -0.430 1.526 -6.685
H -1.291 -0.519 -5.577
H -1.593 -0.564 -3.120
H -0.192 3.461 -2.861
H 0.113 3.519 -5.314
H -2.937 3.090 -2.314
H -4.093 4.690 -0.888
H -3.575 4.898 1.537
H -1.873 3.414 2.551
H 1.485 1.877 4.417
H 3.496 0.464 4.909
H 4.204 -1.245 3.217
H 2.877 -1.455 1.137
Br -1.191 -3.765 -3.159
C -1.583 -3.656 -1.317
C -2.346 -4.678 -0.715
C -2.623 -4.633 0.615
Br -3.636 -6.028 1.383
C -2.165 -3.554 1.414
C -2.389 -3.414 2.801
C -1.908 -2.318 3.457
C -1.214 -1.336 2.735
N -0.978 -1.423 1.448
C -1.427 -2.536 0.783
C -1.099 -2.599 -0.597
O -0.353 -1.622 -1.103
H -2.706 -5.498 -1.319
H -2.943 -4.177 3.330
H -2.066 -2.185 4.519
H -0.871 -0.438 3.237
C 4.371 -0.641 -1.801
P 2.894 0.184 -2.363
C 3.368 1.764 -3.021
C 2.169 -0.787 -3.660
O 1.922 0.374 -1.202
H 5.119 -0.672 -2.595
H 4.124 -1.661 -1.502
H 4.772 -0.099 -0.944
H 4.106 1.650 -3.817
H 3.789 2.365 -2.214
H 2.476 2.258 -3.413
H 2.903 -1.012 -4.436
H 1.333 -0.228 -4.089
H 1.782 -1.712 -3.227
*
```

Summary:
maximum force	0.0186	Eh/bohr
LUMO (spin up / spin down)	-3.95 / -3.95	eV
orbital gap (spin up / spin down)	5.92 / 5.92	eV

(6)
Computed, not measured: a structure of composition C25H46BNP2Sc at a distorted geometry, with ωB97M-V with the def2-TZVPD basis set.

Structure (ORCA input):
```
! wB97M-V def2-TZVPD RIJCOSX def2/J DEFGRID3
* xyz 1 1
Sc 1.380 -0.664 -0.730
C 1.503 -0.091 1.769
C 0.246 -0.695 1.465
C 1.915 -2.162 0.819
C 2.537 -0.960 1.310
C 0.483 -1.984 0.898
C 1.691 1.198 2.482
H 0.780 1.505 3.001
H 1.980 2.016 1.808
H 2.478 1.107 3.246
C 3.986 -0.606 1.315
H 4.278 -0.156 2.275
H 4.217 0.138 0.532
H 4.605 -1.496 1.141
C 2.587 -3.175 -0.020
H 3.541 -3.447 0.436
H 2.800 -2.819 -1.051
H 1.957 -4.066 -0.097
C -0.595 -2.887 0.415
H -0.670 -3.750 1.088
H -0.437 -3.278 -0.601
H -1.569 -2.386 0.421
C -1.064 -0.219 1.937
H -1.466 -0.864 2.735
H -1.795 -0.210 1.121
H -0.997 0.795 2.334
C -1.786 2.814 -1.200
C -2.156 2.777 0.092
C -3.434 2.302 0.683
C -4.475 1.651 -0.264
C -4.126 0.266 -0.722
C -3.468 -0.093 -1.837
C -2.327 0.649 -2.484
C -2.444 2.194 -2.410
H -3.933 3.162 1.140
H -4.682 2.296 -1.127
H -3.255 1.622 1.523
H -3.495 2.517 -2.502
H -0.810 3.245 -1.451
H -1.505 3.277 0.801
H -1.909 2.632 -3.280
H -1.328 0.363 -2.092
H -3.582 -1.127 -2.171
H -2.288 0.343 -3.545
H -5.418 1.548 0.310
H -4.499 -0.519 -0.041
P -3.848 0.754 -5.338
P -3.855 -2.021 -6.407
C -4.882 0.543 -6.908
C -4.515 -0.739 -7.633
H -4.701 1.417 -7.549
H -5.946 0.552 -6.624
H -5.393 -1.161 -8.144
H -3.731 -0.563 -8.385
C -3.700 -3.309 -7.720
H -3.496 -4.275 -7.249
H -2.868 -3.050 -8.384
H -4.622 -3.378 -8.309
C -5.557 -2.518 -5.855
H -6.255 -2.526 -6.705
H -5.925 -1.829 -5.085
H -5.497 -3.529 -5.435
C -2.749 2.045 -6.067
H -2.033 2.404 -5.319
H -3.356 2.878 -6.443
H -2.193 1.596 -6.902
C -5.151 1.753 -4.486
H -6.122 1.268 -4.638
H -5.173 2.755 -4.927
H -4.966 1.809 -3.410
B 3.029 3.464 -0.009
C 2.464 2.208 -0.637
N 2.042 1.230 -1.139
H 3.713 4.076 -0.815
H 3.742 3.088 0.933
H 2.092 4.148 0.394
*
```

Summary:
maximum force	0.0357	Eh/bohr
relative energy (zero: lowest compared OMol25 entry of this formula, charge and spin)	226.45	kJ/mol
LUMO	-4.72	eV
orbital gap	4.94	eV

(7)
Computed, not measured: a structure of composition C15H31NO2P2Re at a distorted geometry, with ωB97M-V with the def2-TZVPD basis set.

Structure (ORCA input):
```
! wB97M-V def2-TZVPD RIJCOSX def2/J DEFGRID3
* xyz 2 4
P 1.399 -1.756 2.053
P 0.907 2.371 1.501
C 1.992 -0.489 0.908
C 2.230 1.067 1.155
H 1.405 -0.611 -0.024
H 2.991 -0.894 0.721
H 2.790 1.201 2.119
H 2.832 1.452 0.309
C 0.171 3.735 0.457
H 0.293 4.690 0.992
H -0.922 3.534 0.372
H 0.571 3.895 -0.561
C 1.272 3.068 3.151
H 0.986 4.125 3.204
H 2.350 3.035 3.329
H 0.703 2.475 3.877
C 0.144 -2.780 1.239
H -0.044 -3.655 1.881
H 0.484 -3.195 0.287
H -0.809 -2.243 1.127
C 2.646 -3.000 2.272
H 3.626 -2.570 2.518
H 2.790 -3.586 1.355
H 2.371 -3.670 3.089
Re -1.858 -0.467 -0.876
C -0.982 1.160 -1.821
C -2.442 1.106 -1.950
C -3.066 0.553 -3.230
C -2.611 -0.929 -3.504
C -1.926 -1.685 -2.370
C -0.538 -1.469 -1.944
C 0.372 -0.696 -2.841
C -0.105 0.766 -2.992
C 0.368 -1.285 3.438
H -0.574 1.939 -1.197
H -2.923 1.869 -1.349
H -2.972 1.188 -4.109
H -4.154 0.601 -3.037
H -3.627 -1.396 -3.611
H -2.081 -1.001 -4.480
H -2.240 -2.783 -2.382
H -0.105 -2.212 -1.284
H 0.525 -1.201 -3.805
H 1.343 -0.695 -2.327
H 0.830 1.325 -2.970
H -0.554 0.980 -3.972
H 0.914 -0.557 4.074
H 0.085 -2.217 3.959
H -0.499 -0.763 3.029
O -1.324 1.322 2.214
N -0.526 1.287 1.309
O -2.509 -0.942 0.699
*
```

Summary:
maximum force	0.1277	Eh/bohr
relative energy (zero: lowest compared OMol25 entry of this formula, charge and spin)	0.00	kJ/mol
LUMO (spin up / spin down)	-7.01 / -8.79	eV
orbital gap (spin up / spin down)	6.78 / 4.89	eV

(8)
Computed, not measured: a structure of composition C22H22N3O2PPdS2 at a distorted geometry, with ωB97M-V with the def2-TZVPD basis set.

Structure (ORCA input):
```
! wB97M-V def2-TZVPD RIJCOSX def2/J DEFGRID3
* xyz -1 2
Pd 0.379 -0.603 -0.682
C -3.333 0.990 -2.562
C -2.025 0.559 -2.457
N -1.640 -0.385 -1.589
C -2.546 -0.997 -0.788
C -3.925 -0.658 -0.893
C -4.294 0.384 -1.772
C -4.882 -1.351 -0.136
C -4.466 -2.362 0.708
C -3.132 -2.675 0.856
C -2.100 -2.003 0.157
N -0.759 -2.195 0.271
C 0.007 -3.017 1.035
C -0.433 -4.006 1.948
C 0.433 -4.770 2.703
C 1.802 -4.620 2.606
C 2.324 -3.680 1.707
C 3.716 -3.502 1.552
C 4.194 -2.591 0.627
C 3.283 -1.865 -0.115
N 1.962 -2.014 0.016
C 1.446 -2.888 0.910
H -3.592 1.784 -3.250
H -1.242 0.973 -3.081
H -5.325 0.706 -1.808
H -5.927 -1.098 -0.238
H -5.201 -2.917 1.279
H -2.903 -3.463 1.548
H -1.480 -4.198 2.090
H 0.024 -5.502 3.388
H 2.478 -5.228 3.193
H 4.393 -4.067 2.176
H 5.255 -2.440 0.487
H 3.604 -1.136 -0.850
C 3.648 4.875 -0.490
C 2.874 3.721 -1.104
O 2.191 3.024 -0.076
P 1.143 1.836 -0.485
S 0.667 1.082 1.306
S 1.899 0.907 -2.093
O -0.125 2.664 -1.098
C -1.000 3.424 -0.285
C -0.476 4.836 -0.065
H 4.178 5.410 -1.276
H 4.368 4.500 0.232
H 2.972 5.560 0.017
H 3.553 3.024 -1.611
H 2.149 4.086 -1.843
H -1.135 2.919 0.682
H -1.957 3.433 -0.819
H 0.437 4.798 0.523
H -1.219 5.423 0.471
H -0.261 5.312 -1.021
*
```

Summary:
maximum force	0.0336	Eh/bohr
relative energy (zero: lowest compared OMol25 entry of this formula, charge and spin)	40.54	kJ/mol
LUMO (spin up / spin down)	2.68 / 2.68	eV
orbital gap (spin up / spin down)	5.97 / 5.91	eV

(9)
Computed, not measured: a structure of composition C23H22LaN2OS2 at a distorted geometry, with ωB97M-V with the def2-TZVPD basis set.

Structure (ORCA input):
```
! wB97M-V def2-TZVPD RIJCOSX def2/J DEFGRID3
* xyz 1 1
La 1.271 -1.112 0.483
C 0.216 -3.495 -1.630
C -0.203 -4.079 -0.300
C -0.856 -5.320 -0.227
C -1.204 -5.789 1.005
C -0.916 -5.044 2.169
C -1.275 -5.524 3.452
C -0.976 -4.773 4.543
C -0.312 -3.532 4.395
C 0.059 -3.017 3.180
S 0.914 -1.448 3.164
C -0.262 -3.807 2.030
N 0.083 -3.365 0.768
H -0.019 -4.151 -2.464
H 1.297 -3.326 -1.675
H -0.300 -2.551 -1.836
H -1.069 -5.877 -1.129
H -1.706 -6.745 1.104
H -1.779 -6.479 3.536
H -1.236 -5.117 5.536
H -0.077 -2.954 5.281
N -0.194 0.678 -0.334
S 0.068 2.238 -0.012
C 0.934 2.984 -1.370
C 1.517 2.191 -2.341
C 2.263 2.797 -3.347
C 2.422 4.171 -3.363
C 1.834 4.957 -2.374
C 1.089 4.369 -1.367
C -1.440 3.131 -0.058
C -1.906 3.608 1.157
C -3.116 4.293 1.183
C -3.830 4.475 0.010
C -3.349 3.982 -1.203
C -2.144 3.305 -1.248
H -0.881 0.598 -1.082
H 1.390 1.118 -2.325
H 2.719 2.187 -4.116
H 3.004 4.638 -4.147
H 1.956 6.032 -2.391
H 0.629 4.985 -0.602
H -1.340 3.447 2.067
H -3.494 4.681 2.120
H -4.770 5.011 0.035
H -3.914 4.140 -2.113
H -1.746 2.945 -2.189
C 4.170 0.141 -0.405
O 3.173 -0.865 -0.203
H 5.140 -0.181 -0.034
H 3.899 1.058 0.127
H 4.268 0.388 -1.460
*
```

Summary:
maximum force	0.0640	Eh/bohr
relative energy (zero: lowest compared OMol25 entry of this formula, charge and spin)	15.39	kJ/mol
LUMO	-2.67	eV
orbital gap	7.41	eV